(1)
A 2-piece molecular cluster, C2H10N2O overall at a distorted geometry. Source: the OMol25 dataset; level of theory: ωB97M-V/def2-TZVPD.

```
15
Properties=species:S:1:pos:R:3:forces:R:3
C -1.29939 0.07121 1.51019 1.0 0.6 -0.9
N -0.67628 0.30620 0.15846 -0.8 1.1 0.7
C 0.35993 -1.04178 -0.37206 -0.7 -1.1 0.6
O -0.22836 -2.12880 -0.04719 0.9 1.5 -1.0
H -1.76426 -0.88232 1.42909 -0.5 -0.7 0.2
H -1.98626 0.86445 1.79755 -0.1 0.0 -0.2
H -0.51872 0.02498 2.25734 0.3 -0.1 0.1
H -1.46182 0.20775 -0.52863 1.2 0.7 0.6
H -0.12310 1.21287 0.12291 -1.1 -1.2 -0.4
H 1.29604 -0.76296 0.16982 -0.2 0.0 -0.1
H 0.38759 -0.60772 -1.42667 0.1 -0.9 0.4
N 1.56079 2.07500 -1.05754 1.0 0.7 0.3
H 1.74962 2.99570 -1.50452 -0.1 -1.1 0.5
H 1.23456 1.44786 -1.77383 0.0 -0.2 -0.3
H 2.45846 1.68485 -0.70084 -0.9 0.5 -0.5
```
Forces are in eV/Å.

Properties
**HOMO**: -8.08 eV
**Energy above the lowest of the compared OMol25 structures with the same formula, charge and spin**: 154.3 kJ/mol
**Orbital gap**: 8.7 eV

---

(2)
A 24-piece molecular cluster, C11H70NO23 overall at a distorted geometry. Source: the OMol25 dataset; level of theory: ωB97M-V/def2-TZVPD.

```
105
Properties=species:S:1:pos:R:3:forces:R:3
C 0.39190 1.31183 3.24586 0.9 0.4 -2.0
C -0.93410 1.49183 2.44586 0.1 1.5 -1.1
C -1.20610 0.51483 1.25586 0.0 2.0 0.2
C -0.34310 0.85983 0.10786 1.3 2.8 -0.5
N -0.32710 0.03483 -1.22014 -3.5 0.5 3.7
C 0.54590 0.51983 -2.20714 7.0 -0.6 -1.0
C 0.07190 1.88783 -2.70114 -1.0 -0.3 5.3
C -1.41410 1.61283 -2.66714 -2.7 4.7 -1.6
C -1.64810 0.32883 -1.92114 -1.9 0.0 0.0
C -0.18110 -1.42117 -0.81514 1.9 0.0 -3.9
C 1.10590 -1.84517 -0.20014 2.1 1.4 3.4
C 1.05690 -3.34317 0.21986 -1.3 1.5 -0.7
H 1.23890 1.82083 2.66386 -0.8 -0.5 1.4
H 0.64890 0.24283 3.28486 -0.1 0.1 -0.3
H 0.31990 1.54483 4.31986 0.0 0.7 -0.7
H -1.40110 2.53583 2.20286 2.0 -1.1 -0.2
H -1.63910 1.37183 3.17286 -2.4 -1.5 1.9
H -2.23910 0.63483 0.96186 -0.5 -0.8 0.3
H -0.78710 -0.37717 1.52086 -0.4 -3.2 1.4
H 0.65790 0.92383 0.45586 1.3 -0.8 0.1
H -0.49210 1.95383 0.08186 -0.4 -0.2 -1.9
H 0.69490 -0.42117 -2.92914 -0.5 2.5 0.8
H 1.67290 0.67483 -1.76214 -2.7 -0.7 -0.7
H 0.42890 2.04583 -3.61314 1.6 1.0 -3.7
H 0.34790 2.80983 -1.94414 -0.4 -2.5 -2.0
H -1.86510 1.72383 -3.73714 0.7 -1.0 1.8
H -1.94810 2.61983 -2.21114 1.1 -2.9 -0.5
H -1.85010 -0.52617 -2.52914 0.3 -0.6 -0.9
H -2.62010 0.40483 -1.37714 1.3 -0.1 0.8
H -0.35610 -2.05917 -1.69914 0.4 0.6 -0.5
H -1.01910 -1.66517 -0.31014 -2.5 -0.5 2.7
H 1.30190 -1.09417 0.73086 -0.5 -2.1 -1.5
H 2.07790 -1.71717 -0.68214 -0.6 0.4 -1.1
H 1.10490 -4.02817 -0.64614 -0.5 0.4 0.5
H 0.13690 -3.33117 0.79686 -0.5 -1.1 -0.1
H 1.80690 -3.64317 0.89586 1.2 0.0 0.6
O -1.90510 1.32483 6.03086 -2.0 2.4 0.9
H -1.28010 0.71683 5.82386 2.8 -4.1 -2.6
H -1.40610 1.52083 6.81086 -0.5 1.4 1.7
O 4.47690 0.43783 -2.27014 1.9 1.7 -1.2
H 5.27090 -0.11517 -2.34314 -0.3 -0.4 0.3
H 4.83790 1.23183 -2.78314 -1.1 -0.9 1.1
O 2.68490 0.23183 6.46186 0.4 2.7 -0.2
H 1.76490 0.46583 6.56386 -1.1 -1.1 0.1
H 2.92490 1.20083 6.37186 0.8 -1.6 0.0
O 2.19790 -2.60317 3.36986 -1.1 -0.4 1.1
H 2.80790 -2.34317 2.70186 1.2 0.9 -1.1
H 2.22790 -3.56617 3.36486 0.1 -0.1 0.0
O -0.06310 -0.95817 5.70986 -0.2 0.4 0.0
H -0.37110 -1.49517 4.96886 0.1 0.0 -0.5
H -0.30010 -1.50517 6.45086 0.0 -0.2 0.8
O -2.55910 5.85783 -1.00014 -1.8 -0.6 2.1
H -2.17310 5.70983 -1.82914 1.3 -0.1 -1.8
H -3.03410 5.00683 -0.85414 0.3 0.9 0.3
O 4.45190 -3.51417 -0.58214 -13.5 -5.6 0.6
H 4.69990 -4.07717 0.11386 -0.6 -2.1 1.8
H 5.17290 -3.18317 -0.64014 14.3 7.5 -2.5
O 3.20690 -0.66017 -4.30914 -5.7 4.1 3.0
H 3.93990 -1.05017 -4.54814 6.0 -3.4 -2.3
H 3.49490 -0.06417 -3.55114 -0.7 -1.2 -1.3
O -5.19310 -0.23817 -1.09114 0.2 -0.2 -0.3
H -5.20510 -0.81017 -1.84714 1.0 -0.1 -1.9
H -5.79510 -0.84017 -0.68414 -1.1 0.0 2.2
O 3.73990 0.84983 0.31186 -1.4 1.9 5.2
H 3.98090 0.59583 -0.51414 1.7 -0.2 -4.1
H 4.24190 1.60183 0.72286 -0.5 -1.3 -1.2
O -4.63810 1.87583 -2.72214 3.1 4.8 -3.9
H -4.82210 1.16983 -2.26014 -1.6 -6.1 3.9
H -5.43810 2.34583 -2.75114 -1.7 1.2 -0.3
O 2.66290 3.36683 -4.18514 1.6 -2.2 1.9
H 2.30690 3.56983 -4.99814 -1.2 0.8 -2.8
H 2.48290 4.07783 -3.61214 -0.3 1.4 1.0
O 3.95590 -1.60517 1.42286 -0.5 5.0 4.2
H 3.92690 -0.77317 0.89686 -0.2 0.1 1.1
H 4.04090 -2.20117 0.79986 0.6 -5.2 -4.8
O 2.24590 -5.42917 2.82586 -1.4 -2.5 3.3
H 2.96890 -5.96017 3.44986 -3.4 1.8 -2.1
H 1.20390 -5.66917 3.12086 4.6 0.6 -0.6
O -3.66810 1.85783 -5.77014 1.5 0.5 -1.8
H -2.90310 1.82183 -6.42214 -1.5 0.1 1.0
H -3.57710 1.04583 -5.29114 -0.1 -0.7 0.6
O -2.25710 4.09883 -5.29214 2.4 1.8 0.1
H -2.99810 3.57383 -5.32114 -2.5 -3.6 -0.3
H -2.77110 4.84983 -5.05714 -0.1 2.3 0.1
O -0.44210 -2.32017 3.31286 -2.0 -4.3 0.0
H 0.46890 -2.07217 3.26586 2.0 0.0 -0.2
H -0.40310 -3.39617 3.29786 -0.1 4.2 0.0
O -0.99710 4.92783 -2.93714 -0.8 -0.6 -1.5
H -1.48410 4.70283 -3.79314 1.2 0.0 1.3
H -0.16910 5.33483 -3.18914 0.1 0.2 -0.2
O 2.03690 -6.55117 0.29786 -0.9 0.6 3.0
H 1.90490 -6.30817 1.32686 1.0 -0.7 -3.6
H 2.98490 -6.54817 0.15486 0.1 0.0 0.1
O 1.42590 -3.05517 -3.81614 -4.3 -7.4 3.8
H 2.21190 -3.20717 -3.41314 3.7 -0.3 1.6
H 1.42190 -2.36517 -4.29714 0.6 7.8 -5.3
O -4.12410 0.85183 4.19386 4.8 -2.1 2.3
H -3.86910 0.03383 3.65586 -0.8 1.4 0.7
H -3.22310 0.76683 4.95086 -4.3 0.9 -3.1
O -3.16010 -1.54117 2.91186 0.8 1.5 -1.3
H -3.38510 -2.23417 3.48086 -0.8 -1.7 1.4
H -2.20210 -1.46117 3.04486 0.0 -0.1 -0.2
O -3.82510 3.20483 -0.47414 -0.3 -2.0 1.9
H -3.99010 2.50983 0.22786 0.5 1.8 0.0
H -4.08110 2.58483 -1.15714 0.0 0.5 -1.6
```
Forces are in eV/Å.

Properties
**HOMO**: -11.49 eV
**Energy above the lowest of the compared OMol25 structures with the same formula, charge and spin**: 205.7 kJ/mol
**Orbital gap**: 8.8 eV
**Total charge**: +1